No. 1
14
Properties=species:S:1:pos:R:3:mulliken_charge:R:1 method="wB97M-V/def2-TZVPD" e_tot_ha=-361.74997 multiplicity=1 e_homo_ev=-9.57 fmax_ev_per_a=4.097 total_charge=0
C 1.73289 -0.21176 -0.35696 -1.35
C 0.32904 0.02659 0.39969 0.15
C -0.67945 -1.16192 0.36387 -0.44
C -1.73109 -0.15219 -0.13871 0.28
O -2.87724 -0.18903 -0.27844 -0.51
N -0.72344 0.78508 -0.20820 0.13
O -0.64903 2.08553 0.28931 -0.43
H 2.18653 0.74952 -0.68070 0.33
H 1.48259 -0.58577 -1.34621 0.34
H 2.48363 -0.86604 0.17289 0.30
H 0.54843 0.52059 1.36080 0.33
H -0.61491 -1.95052 -0.32996 0.26
H -0.96357 -1.59869 1.34490 0.23
H -0.52437 2.54861 -0.59226 0.38

No. 2
14
Properties=species:S:1:pos:R:3:mulliken_charge:R:1 method="wB97M-V/def2-TZVPD" e_tot_ha=-456.97270 multiplicity=1 e_homo_ev=-0.39 fmax_ev_per_a=1.703 total_charge=-2
C -1.09132 -1.94638 0.68274 -0.81
C -0.23044 -2.08120 -0.57824 0.67
O 1.01180 -1.94775 -0.50446 -0.74
O -0.87359 -2.44151 -1.60726 -0.78
H -0.66228 -2.34473 1.60616 0.24
H -2.04976 -2.45062 0.52972 0.26
H -1.33061 -0.88900 0.75292 0.17
C 1.38108 1.97101 -0.02094 -0.75
C -0.15148 2.04539 -0.26223 0.41
O -0.74851 3.11658 0.03884 -0.78
O -0.62784 0.95492 -0.61378 -0.59
H 1.92511 2.25382 -0.93871 0.19
H 1.59421 0.97491 0.35431 0.19
H 1.85362 2.78455 0.56094 0.31

No. 3
16
Properties=species:S:1:pos:R:3:mulliken_charge:R:1 method="wB97M-V/def2-TZVPD" e_tot_ha=-383.69618 multiplicity=1 e_homo_ev=-9.03 fmax_ev_per_a=5.186 total_charge=0
C 1.59367 -1.86377 0.09450 -1.03
C 0.76903 -0.53198 0.48470 0.11
C 0.60962 0.75201 0.20905 0.29
C 0.79762 2.24600 0.14566 -0.86
C -0.52666 -0.37411 -0.24632 -0.15
C -1.83519 -0.19082 0.31860 0.45
H 1.70528 -1.80081 -1.29248 0.22
H 2.51368 -1.78635 0.44841 0.45
H 1.23349 -2.98507 0.44424 0.25
H 0.31781 2.53525 -1.06637 0.26
H 0.12855 2.75637 0.88882 0.29
H 1.92848 2.45648 0.38807 0.25
H -0.78465 -0.42651 -1.42640 0.19
H -3.60531 -0.31358 -0.21030 0.32
O -2.83334 -0.17631 -0.70434 -0.46
O -2.01206 -0.29682 1.52416 -0.57

No. 4
33
Properties=species:S:1:pos:R:3:mulliken_charge:R:1 method="wB97M-V/def2-TZVPD" e_tot_ha=-918.30667 multiplicity=1 e_homo_ev="-8.28 / -6.77" fmax_ev_per_a=4.810 total_charge=0
C -0.34495 -1.48616 0.60320 -0.60
C -0.45927 -2.96143 0.44815 0.47
C -1.07873 -1.63218 1.91463 -0.24
C 1.14406 0.32101 -3.91560 -1.06
C 0.19415 2.51377 2.41190 -1.46
C -1.35986 -4.16972 2.54704 -0.95
C 1.43663 1.45649 -3.00972 -0.20
C -0.30853 2.08450 1.09480 0.39
C 0.32430 1.84649 -2.09129 -1.03
C 0.69351 1.24700 0.23155 -1.55
N -1.04722 -3.07482 1.62781 0.20
N 0.11926 0.91294 -1.05385 0.54
O -0.17103 -3.76071 -0.42716 -0.72
P -0.96101 -0.30312 -1.27680 -0.17
H -0.55860 -1.44657 2.88353 0.30
H -2.07724 -1.20954 1.88331 0.24
H 2.12362 -0.18296 -3.97871 0.30
H 0.45448 -0.30418 -3.48871 0.28
H 0.78159 0.58455 -4.87609 0.31
H 0.43791 1.61996 2.85794 0.40
H 0.97705 3.25710 2.31112 0.36
H -0.61477 3.02969 2.99277 0.32
H -0.45793 -4.88221 2.72512 0.25
H -1.78316 -3.87351 3.44487 0.41
H -2.23325 -4.65732 1.93611 0.28
H 1.64858 2.41298 -3.56704 0.33
H 2.37839 1.18415 -2.50071 0.23
H -0.37651 2.99649 0.39709 0.17
H -1.25329 1.58309 1.43258 0.17
H 0.38067 2.79007 -1.50870 0.39
H -0.57568 1.93918 -2.77382 0.38
H 1.47723 1.78833 -0.05198 0.67
H 1.08959 0.37664 0.77667 0.58

No. 5
17
Properties=species:S:1:pos:R:3:mulliken_spin:R:1 method="wB97M-V/def2-TZVPD" e_tot_ha=-363.15939 multiplicity=3 e_homo_ev="-8.87 / -15.75" fmax_ev_per_a=10.626 s2=2.005 total_charge=+1
C 2.95567 -0.31139 -0.22791 0.69
C -1.06883 0.07929 -0.13090 0.03
C -1.11811 -1.36319 0.28053 0.02
C -1.88052 1.08101 0.56049 0.00
N -0.64399 0.50618 -1.26703 0.01
O 1.80784 -0.04261 -0.16059 0.96
O 3.83951 0.27431 0.53328 0.20
H 3.18384 -1.21213 -0.86437 0.09
H -1.55553 -1.59186 1.16213 0.00
H -0.06720 -1.89706 0.32110 0.01
H -1.62622 -1.81743 -0.48111 0.00
H -1.72194 2.04399 0.35884 0.00
H -1.82361 0.95199 1.72732 0.00
H -2.89201 0.98326 0.38456 0.00
H -1.00801 1.39924 -1.54172 0.00
H 0.00326 -0.11588 -1.72596 0.00
H 3.61585 1.03229 1.07135 -0.01

No. 6
14
Properties=species:S:1:pos:R:3:mulliken_charge:R:1 method="wB97M-V/def2-TZVPD" e_tot_ha=-361.75191 multiplicity=1 e_homo_ev="-7.87 / -7.87" fmax_ev_per_a=0.333 total_charge=0
O 0.18498 2.72739 -0.24730 -0.53
C 0.23405 1.45968 0.32371 0.39
C -1.03518 0.68862 0.45696 -0.57
N -0.75651 -0.53486 0.08349 0.14
C 0.51208 -0.76589 -0.42202 -0.74
C 1.15422 0.49536 -0.46540 0.45
O 2.17990 0.91831 -0.99418 -0.67
H 1.00885 2.76981 -0.76905 0.34
H 0.66405 1.48561 1.34848 0.21
H -1.97934 0.95800 0.90829 0.40
H -0.51632 -3.42655 0.49403 -0.13
H -1.42670 -1.29117 0.17184 0.25
H -0.96671 -3.78597 0.02390 0.13
H 0.74263 -1.69836 -0.91275 0.32